a) 12
Properties=species:S:1:pos:R:3:lowdin_charge:R:1 method="wB97M-V/def2-TZVPD" homo_energy_ev=-9.66
C 1.0629 1.7318 -0.3469 -0.408
C -0.2874 0.0098 0.1650 -0.296
C -1.6678 -1.8549 0.5836 -0.012
H 2.7487 2.6737 1.4009 0.209
H 0.6776 1.6646 -1.8255 0.234
H -2.1911 -2.4555 1.2693 0.105
N 2.0910 2.6015 -0.1041 -0.061
N 0.4521 0.9905 0.7658 0.089
N 0.0504 -0.6036 -1.1785 0.100
N -0.5114 -1.8119 -1.3152 -0.013
N -0.8680 -2.5789 -0.2429 0.040
O -1.5570 -0.3672 0.8286 0.012

***

b) 12
Properties=species:S:1:pos:R:3:lowdin_charge:R:1 method="wB97M-V/def2-TZVPD" homo_energy_ev=-10.58
C -0.1854 1.3359 0.0717 -0.287
C 1.2098 0.4958 0.2172 -0.274
C -0.6895 -0.0769 -0.0907 -0.354
H 0.1702 3.1769 -0.1386 0.148
H 0.7929 2.2334 -1.7839 0.239
H -0.6824 1.7087 1.1761 0.215
N -0.2236 2.3879 -0.9152 -0.023
N 0.3918 -0.7281 0.0584 0.059
N -0.0434 -2.0977 0.2358 0.055
N -1.3524 -2.0752 0.4181 -0.010
N -1.7716 -0.8542 0.0645 0.044
O 2.3380 0.7404 0.0657 0.188

***

c) 12
Properties=species:S:1:pos:R:3:lowdin_charge:R:1 method="wB97M-V/def2-TZVPD" homo_energy_ev=-9.21 smiles="Nc1cnnnnc1=O"
N -2.2723 0.7425 -0.3789 0.141
C -0.9406 0.5506 -0.1157 -0.244
C 0.0389 1.4889 -0.0023 -0.083
N 1.2933 1.2161 0.5276 0.016
N 2.0497 0.2283 0.3630 -0.014
N 1.7178 -0.7029 -0.6259 0.016
N 0.5765 -1.1674 -0.6990 0.124
C -0.5212 -0.8650 0.1451 -0.418
O -1.1626 -1.6916 0.7430 0.126
H -2.6457 1.6892 -0.3694 0.116
H -2.9022 0.0307 -0.0228 0.111
H -0.1691 2.5497 -0.0227 0.110

***

Energy ordering: c) at the bottom, the next structure 2.298 eV above.

***

a) 25
Properties=species:S:1:pos:R:3:lowdin_charge:R:1 method="wB97M-V/def2-TZVPD" homo_energy_ev=-9.60 smiles=C[SiH](C)OOC(C)(C)C
C -3.0597 1.3469 0.2913 -0.189
Si -2.2142 -0.1337 -0.4856 0.475
C -2.4820 -1.7905 0.3846 -0.229
O -0.6466 0.1213 -0.7992 -0.284
O 0.1934 0.4779 0.3354 -0.126
C 1.5893 0.2009 -0.0417 -0.590
C 2.0004 0.9033 -1.2880 -0.046
C 2.3226 0.8902 1.1886 -0.028
C 1.9826 -1.3095 -0.0962 -0.031
H -2.7514 2.2415 -0.1931 0.002
H -4.2168 1.3547 0.1802 0.067
H -2.7164 1.5475 1.3035 0.028
H -2.3127 -0.4740 -1.9738 0.032
H -1.8037 -2.5184 -0.2444 0.055
H -2.1275 -1.9154 1.4701 0.042
H -3.5541 -2.1762 0.4131 0.033
H 2.9206 1.4714 -1.0755 0.085
H 2.2400 0.1589 -2.1146 0.107
H 1.1510 1.5810 -1.5505 0.102
H 2.0250 0.4205 2.2517 0.131
H 1.9605 1.8681 1.2320 0.052
H 3.3634 0.7464 1.0389 0.062
H 1.6959 -1.7644 0.8480 0.073
H 1.3394 -1.7800 -0.8094 0.063
H 3.1010 -1.4684 -0.2656 0.115

***

b) 25
Properties=species:S:1:pos:R:3:lowdin_charge:R:1 method="wB97M-V/def2-TZVPD" homo_energy_ev=-9.94
O 0.6766 0.8963 0.2843 -0.173
O -1.0534 -0.7894 -0.7227 -0.198
C -0.2517 2.2936 1.8483 -0.063
C -0.6496 -1.5258 1.5909 -0.076
C -0.3402 1.8008 0.4592 -0.367
C -1.3682 -1.7900 0.1910 -0.268
C 0.4973 0.8083 -2.5844 -0.116
C 1.6899 -1.4619 -1.0268 -0.131
Si 0.4320 -0.1039 -0.9618 0.300
H 0.7531 2.7880 1.9951 0.108
H -1.0069 3.0643 1.9998 0.080
H -0.4233 1.5248 2.5524 0.052
H -0.8997 -2.2331 2.3841 0.066
H -0.8748 -0.5227 1.9743 0.053
H 0.4510 -1.6853 1.6123 0.071
H -1.2572 1.2621 0.2821 0.106
H -0.1884 2.5029 -0.3346 0.111
H -2.4685 -1.7414 0.3695 0.123
H -1.0095 -2.7859 -0.1084 0.108
H 0.3333 0.1097 -3.4106 0.046
H 1.4388 1.2958 -2.7527 0.038
H -0.3143 1.4751 -2.4606 0.012
H 2.7056 -1.0657 -0.7655 0.056
H 1.3690 -2.2421 -0.3484 0.010
H 1.7588 -1.8747 -2.0668 0.052

***

Energy ordering: b) at the bottom, the next structure 4.364 eV above.

***

a) 16
Properties=species:S:1:pos:R:3:lowdin_charge:R:1 method="wB97M-V/def2-TZVPD" homo_energy_ev=-8.69 smiles=CCCN[SiH3]
C 0.0897 1.7333 0.0652 -0.162
C 0.7955 0.9949 -1.0589 -0.201
C 0.2298 -0.7364 -1.0992 -0.197
N -0.8245 -0.9058 -0.0668 -0.284
Si -0.5220 -1.4794 1.5157 0.526
H -0.9535 1.6054 -0.1705 0.059
H 0.3584 1.2194 0.9850 0.047
H 0.4058 2.7362 0.1100 0.053
H 1.8845 0.8837 -0.7877 0.078
H 0.7048 1.5013 -2.1342 0.116
H -0.1754 -0.8762 -2.1203 0.075
H 1.0805 -1.5038 -0.9481 0.102
H -1.6550 -0.3967 -0.1552 0.032
H 0.8891 -1.3775 1.7265 -0.076
H -1.1269 -2.8339 1.6859 -0.087
H -1.1807 -0.5647 2.4525 -0.082

***

b) 16
Properties=species:S:1:pos:R:3:lowdin_charge:R:1 method="wB97M-V/def2-TZVPD" homo_energy_ev=-9.11 smiles=CCN[SiH2]C
C -0.7414 1.0159 -2.1982 -0.125
C -0.5103 1.2412 -0.7494 -0.394
N 0.0210 -0.0624 -0.2515 -0.211
Si 0.6600 0.0038 1.3238 0.528
C 1.2869 -1.7741 1.7376 -0.235
H -1.4393 0.1294 -2.2207 0.088
H -0.9617 1.8159 -2.8586 0.051
H 0.3644 0.6815 -2.4405 0.120
H 0.1809 2.0268 -0.7083 0.067
H -1.4550 1.5171 -0.0857 0.138
H -0.3211 -0.8733 -0.6953 0.052
H -0.3084 0.1782 2.3668 -0.070
H 1.5701 1.2312 1.3064 -0.026
H 2.3279 -1.7756 1.8154 -0.025
H 0.9247 -2.2866 2.6494 0.031
H 1.1050 -2.3640 0.8378 0.011

***

Energy ordering: b) at the bottom, the next structure 0.747 eV above.

***

a) 62
Properties=species:S:1:pos:R:3:lowdin_charge:R:1 method="wB97M-V/def2-TZVPD" homo_energy_ev=-8.65 smiles="CC(C)c1ccc(N(CC(=O)Nc2ccc(S(=O)(=O)N3CCOCC3)cc2)S(C)(=O)=O)cc1"
C 5.1979 3.8416 1.0908 -0.063
C 6.0024 2.6825 0.4988 -0.391
C 6.5879 3.0665 -0.8619 -0.065
C 5.1491 1.4438 0.3861 -0.213
C 4.0143 1.4157 -0.4151 -0.014
C 3.2273 0.2828 -0.5105 -0.015
C 3.5668 -0.8651 0.1966 -0.265
N 2.8146 -2.0524 0.0738 -0.177
C 2.3157 -2.7181 1.2643 -0.077
C 0.9696 -2.1044 1.6786 -0.432
O 0.8800 -1.3094 2.5862 0.091
N -0.0492 -2.5379 0.8926 0.134
C -1.3696 -2.0943 0.8563 -0.195
C -1.8987 -1.2101 1.7971 0.018
C -3.2218 -0.8216 1.6998 -0.039
C -4.0110 -1.3120 0.6774 -0.286
S -5.7065 -0.7679 0.5693 0.681
O -6.3449 -1.4560 -0.5217 -0.289
O -6.3246 -0.8369 1.8608 -0.280
N -5.4539 0.8620 0.2311 -0.234
C -5.1063 1.1293 -1.1505 -0.164
C -6.3596 1.2348 -2.0265 -0.189
O -7.2637 2.1859 -1.5046 -0.128
C -7.6614 1.8411 -0.1946 -0.184
C -6.4538 1.7795 0.7432 -0.168
C -3.4994 -2.1900 -0.2603 -0.051
C -2.1786 -2.5829 -0.1718 0.004
S 2.0451 -2.4034 -1.3633 0.639
C 3.4334 -2.4456 -2.5138 -0.092
O 1.5174 -3.7337 -1.2094 -0.305
O 1.1092 -1.4014 -1.7803 -0.282
C 4.7070 -0.8516 0.9948 -0.006
C 5.4772 0.2914 1.0889 -0.017
H 4.3805 4.1218 0.4316 0.075
H 5.8383 4.7093 1.2321 0.077
H 4.7795 3.5584 2.0539 0.083
H 6.8337 2.4625 1.1776 0.131
H 5.7992 3.3256 -1.5636 0.074
H 7.2481 3.9244 -0.7568 0.077
H 7.1597 2.2392 -1.2768 0.081
H 3.7244 2.2944 -0.9708 0.116
H 2.3401 0.2878 -1.1221 0.099
H 2.2080 -3.7800 1.0349 0.125
H 3.0256 -2.5779 2.0796 0.128
H 0.1987 -3.1774 0.1427 0.094
H -1.2704 -0.8358 2.5880 0.104
H -3.6597 -0.1444 2.4150 0.120
H -4.5482 2.0711 -1.1778 0.133
H -4.4653 0.3182 -1.4972 0.119
H -6.8390 0.2479 -2.0794 0.114
H -6.1040 1.5783 -3.0304 0.128
H -8.1595 0.8600 -0.1981 0.130
H -8.3663 2.6116 0.1220 0.128
H -5.9906 2.7678 0.8290 0.133
H -6.7477 1.4179 1.7278 0.114
H -4.1489 -2.5558 -1.0400 0.115
H -1.7574 -3.2612 -0.8990 0.120
H 4.0920 -3.2429 -2.1971 0.072
H 3.9322 -1.4857 -2.4859 0.061
H 3.0351 -2.6430 -3.5012 0.073
H 4.9949 -1.7370 1.5408 0.115
H 6.3551 0.2827 1.7189 0.114

***

b) 62
Properties=species:S:1:pos:R:3:lowdin_charge:R:1 method="wB97M-V/def2-TZVPD" homo_energy_ev=-8.69
C 3.4508 1.5986 2.6010 -0.088
C 2.4864 0.5076 2.4646 -0.277
C 1.0677 0.7213 2.4023 -0.051
C 0.2181 -0.2622 2.5160 -0.001
C 0.8000 -1.6045 2.5250 -0.337
C 1.9781 -1.8732 2.6699 -0.088
C 2.9003 -0.8017 2.7780 -0.142
C 4.4107 -1.3872 2.5337 -0.013
H 4.8961 -0.9681 1.7034 0.036
H 4.8767 -0.8564 3.4491 0.093
H 4.3133 -2.5105 2.5684 0.080
H 2.2607 -3.1260 2.5427 0.187
N -0.1526 -2.6356 2.5147 -0.163
S -0.0393 -4.2105 3.1609 0.735
O 1.2443 -4.8096 2.3884 -0.413
O -1.1931 -4.9122 3.3634 -0.260
C 0.6821 -3.6971 4.9149 -0.045
H 1.3219 -2.9868 4.9350 -0.051
H 0.9781 -4.7942 5.1158 0.083
H -0.3839 -3.5398 5.5162 0.122
C -1.7177 -2.5037 2.4668 -0.154
C -2.5377 -1.9514 3.9378 0.023
H -3.4640 -1.4887 3.5779 0.057
H -1.8724 -1.1511 4.3863 0.076
H -2.5164 -2.9936 4.3000 0.043
H -2.2637 -3.3727 2.1722 0.112
C -2.0052 -1.4178 1.3192 -0.517
O -3.1903 -0.8595 1.2135 -0.036
N -1.3665 -1.7112 0.3400 0.134
C -1.3275 -1.0056 -0.9964 -0.126
C -0.2778 -1.4247 -1.9258 0.044
C -0.0341 -0.7754 -3.1162 0.094
C -1.1836 0.1848 -3.4876 -0.277
C -2.1036 0.4761 -2.5989 -0.088
C -2.2570 -0.1809 -1.3664 -0.016
H -3.3292 -0.0919 -0.8278 0.177
H -2.8819 1.0202 -3.0889 0.114
S -1.2208 1.1789 -4.8920 0.763
O -2.2907 0.8171 -5.7527 -0.250
O 0.0680 0.6329 -5.5560 -0.348
N -1.0974 2.8177 -4.4405 -0.285
C -1.6334 3.6182 -5.2667 -0.305
H -0.6693 3.6530 -6.1778 0.201
C -1.4921 5.0319 -4.7103 -0.336
H -2.3769 4.7711 -4.0179 0.149
O -0.3473 5.4655 -4.3033 -0.066
C 0.0753 4.5352 -3.2486 0.002
H -0.6463 4.5139 -2.4743 0.107
C 0.2001 2.9154 -3.9607 -0.083
H 0.9547 2.9539 -4.4909 0.032
H 0.4396 2.2324 -3.1549 0.131
H 0.9721 4.7236 -2.8865 0.062
H -1.8333 5.7490 -5.7529 0.210
H -2.4021 3.4041 -5.8840 0.096
H 0.6509 -0.6933 -3.7724 0.029
H 0.3368 -1.9366 -1.5037 0.007
H -0.4925 -2.4356 0.3546 0.230
H -0.8804 -0.0297 2.6335 0.136
H 0.7249 1.7022 2.5208 0.097
H 2.8268 2.7507 2.6439 0.158
H 4.2498 1.4916 1.6398 0.137
H 4.0957 1.5318 3.4846 0.059

***

Energy ordering: a) at the bottom, the next structure 18.884 eV above.

***

a) 13
Properties=species:S:1:pos:R:3:lowdin_charge:R:1 method="wB97M-V/def2-TZVPD" homo_energy_ev="-13.56 / -13.56" smiles="C[NH+]=C=NN1C=C1" charge=+1
C 0.7565 0.2914 -2.2562 0.003
N -0.4586 -0.2888 -1.5962 0.018
C -0.4292 -0.5857 -0.3075 0.005
N -0.0859 -1.0756 0.7529 0.154
N 0.3032 -0.6906 1.9310 -0.072
C 0.0258 0.6606 2.2744 0.055
C -0.6272 -0.2261 2.9757 0.153
H 0.7933 -0.2263 -3.2082 0.095
H 1.5538 0.1336 -1.4483 0.127
H 0.4381 1.3727 -2.3744 0.117
H -1.2498 -0.4357 -2.2355 0.176
H 0.2402 1.6138 1.8801 0.117
H -1.2601 -0.5432 3.6123 0.052

***

b) 13
Properties=species:S:1:pos:R:3:lowdin_charge:R:1 method="wB97M-V/def2-TZVPD" homo_energy_ev="-13.18 / -13.17" charge=+1
C -1.3316 0.0847 2.5472 -0.014
C -2.0442 0.1764 1.4275 -0.150
C 0.3366 0.4494 1.2279 -0.084
C 0.6870 -0.0794 -1.1449 -0.048
N -0.0537 0.2555 2.5072 0.058
N -2.6131 0.5212 0.4770 0.298
N 0.6422 -0.3827 0.2953 0.011
H 0.6010 1.0385 -1.4257 0.138
H -0.0599 -0.3911 -1.7712 0.047
H 1.5444 -0.5309 -1.6604 0.101
H 0.5283 0.5692 3.3434 0.217
H -3.5080 0.8854 -0.0376 0.210
H 0.9448 -1.4012 0.5532 0.216

***

c) 13
Properties=species:S:1:pos:R:3:lowdin_charge:R:1 method="wB97M-V/def2-TZVPD" homo_energy_ev="-14.56 / -14.46" charge=+1
C 2.0401 -1.0032 -1.4496 -0.117
C 1.6206 -0.3965 -0.3568 0.116
C -0.1700 0.7900 0.8600 -0.102
C -1.3511 0.0190 0.2576 -0.324
N 2.4206 -1.5573 -2.4023 0.308
N 1.1444 0.1335 0.6638 0.131
N -1.3954 0.1192 -1.1085 0.135
H -0.1247 1.7700 0.3743 0.147
H -0.3043 0.9231 1.9317 0.136
H -1.4597 -0.9965 0.6817 0.137
H -2.2342 0.5744 0.6482 0.156
H 1.7391 0.2224 1.4950 0.201
H -1.9255 -0.5980 -1.5954 0.074

***

Energy ordering: c) at the bottom, the next structure 0.431 eV above.